Here is a 5-piece molecular cluster, H10O5 overall in a non-equilibrium geometry from the OMol25 dataset. Energies are from ωB97M-V/def2-TZVPD.

Last column: Mulliken charge in e.
Atoms and positions in Å:
O (-1.275, 0.513, -1.949)  -0.699
H (-2.081, -0.014, -2.089)  0.325
H (-0.631, 0.626, -2.865)  0.343
O (-0.836, -1.912, 0.941)  -0.696
H (-0.528, -0.931, 0.596)  0.460
H (-0.843, -2.600, 0.299)  0.267
O (-0.995, 1.379, 2.921)  -0.651
H (-0.432, 1.076, 2.138)  0.399
H (-0.499, 0.968, 3.797)  0.321
O (2.421, -0.034, -1.135)  -0.641
H (3.399, -0.142, -0.846)  0.318
H (2.361, -0.470, -2.021)  0.304
O (-0.152, 0.543, 0.410)  -0.776
H (-0.615, 0.662, -0.442)  0.403
H (0.703, 0.337, 0.244)  0.323

Values from the calculation:
Multiplicity: 1
Kohn-Sham gap (eV): 9.77
Total energy (Ha): -382.13400
E_LUMO (Eh): -0.008
Structure (SMILES): O.O.O.O.O
Net charge: 0
Highest occupied orbital energy (eV): -10.0